Record 1
143
Properties=species:S:1:pos:R:3 method="wB97M-V/def2-TZVPD" total_charge=0 smiles="CCCN[C@]1(CCCSC(=S)n2ccnc2)OS(=O)(=O)C[C@@H](CSCC)[C@@H]1F.CN(C)P(=O)(N(C)C)N(C)C.CN(C)P(=O)(N(C)C)N(C)C.CN(C)P(=O)(N(C)C)N(C)C" total_energy_ev=-141713.366 e_homo_ev=-8.157 mol_weight_da=1007.31 spin_multiplicity=1 orbital_gap_ev=7.7
C -2.948 2.460 3.732
C -2.467 1.348 4.678
C -2.194 -0.021 3.998
N -1.919 0.050 2.567
C -0.575 -0.190 2.127
C 0.369 0.707 2.963
C 1.621 1.241 2.229
C 1.545 2.745 1.929
S 0.822 3.082 0.310
C 0.741 4.831 0.319
S 1.856 5.820 0.940
N -0.430 5.323 -0.317
C -1.482 5.989 0.264
C -2.356 6.209 -0.749
N -1.870 5.721 -1.931
C -0.714 5.198 -1.640
O -0.506 0.317 0.755
S -0.170 -0.712 -0.392
O 0.236 0.074 -1.522
O -1.309 -1.514 -0.726
C 1.214 -1.692 0.119
C 1.065 -2.165 1.595
C 2.322 -1.888 2.460
S 3.117 -3.462 2.872
C 4.159 -3.031 4.311
C 5.648 -3.359 4.035
C -0.229 -1.694 2.264
F -1.289 -2.505 1.907
H -3.674 3.071 4.276
H -3.447 2.080 2.846
H -2.111 3.119 3.499
H -1.610 1.671 5.276
H -3.263 1.167 5.406
H -3.107 -0.609 4.114
H -1.430 -0.549 4.576
H -2.587 -0.467 2.014
H 0.638 0.220 3.898
H -0.243 1.579 3.193
H 2.458 1.149 2.925
H 1.901 0.664 1.349
H 1.032 3.275 2.732
H 2.564 3.135 1.933
H -1.533 6.216 1.314
H -3.312 6.694 -0.637
H -0.092 4.739 -2.392
H 2.159 -1.192 -0.088
H 1.159 -2.561 -0.536
H 0.982 -3.254 1.564
H 3.013 -1.294 1.861
H 2.084 -1.325 3.361
H 3.783 -3.580 5.169
H 4.043 -1.958 4.453
H 5.745 -3.795 3.043
H 6.232 -2.440 4.055
H 6.019 -4.063 4.777
H -0.091 -1.864 3.337
C 7.052 -0.156 -4.682
N 6.406 -0.375 -3.407
C 7.302 -0.185 -2.272
P 5.053 -1.386 -3.117
O 4.377 -0.680 -1.993
N 3.824 -1.255 -4.347
C 4.011 -0.494 -5.571
C 2.513 -0.904 -3.807
N 5.617 -2.838 -3.719
C 6.705 -3.468 -2.971
C 5.380 -3.430 -5.022
H 7.684 -0.994 -5.016
H 7.695 0.723 -4.609
H 6.343 0.074 -5.468
H 7.874 -1.088 -2.019
H 6.735 0.111 -1.388
H 8.018 0.611 -2.478
H 4.151 0.580 -5.386
H 3.127 -0.617 -6.203
H 4.837 -0.866 -6.176
H 2.424 0.165 -3.586
H 2.297 -1.450 -2.894
H 1.729 -1.156 -4.526
H 7.690 -3.143 -3.328
H 6.657 -4.554 -3.056
H 6.632 -3.232 -1.908
H 5.971 -2.941 -5.803
H 4.328 -3.416 -5.291
H 5.675 -4.481 -5.002
C -0.735 -6.223 -3.629
N 0.620 -5.754 -3.436
C 0.704 -4.600 -2.544
P 1.923 -5.928 -4.536
O 3.088 -6.030 -3.616
N 1.998 -7.503 -5.286
C 0.953 -8.498 -5.103
C 3.282 -8.179 -5.098
N 1.260 -5.223 -5.900
C 1.022 -3.785 -5.796
C 0.635 -5.855 -7.044
H -1.327 -5.613 -4.329
H -1.256 -6.209 -2.670
H -0.770 -7.255 -3.957
H 0.558 -3.643 -3.061
H 1.681 -4.575 -2.056
H -0.051 -4.665 -1.759
H 0.856 -8.826 -4.059
H 1.184 -9.374 -5.714
H -0.017 -8.158 -5.465
H 3.379 -8.626 -4.101
H 4.115 -7.498 -5.240
H 3.375 -8.979 -5.838
H 0.023 -3.560 -5.402
H 1.115 -3.287 -6.762
H 1.758 -3.329 -5.129
H -0.373 -6.212 -6.811
H 1.235 -6.671 -7.436
H 0.541 -5.128 -7.854
C -7.196 7.513 6.507
N -6.218 6.943 5.606
C -5.034 7.782 5.450
P -6.525 5.864 4.306
O -5.281 5.053 4.282
N -7.682 4.627 4.733
C -8.409 4.636 5.991
C -7.175 3.268 4.533
N -7.649 6.744 3.437
C -7.153 7.955 2.784
C -9.095 6.637 3.468
H -7.799 8.321 6.064
H -6.680 7.934 7.372
H -7.867 6.767 6.913
H -5.150 8.550 4.674
H -4.169 7.170 5.190
H -4.800 8.293 6.385
H -7.750 4.537 6.864
H -9.114 3.801 6.000
H -9.032 5.522 6.110
H -6.505 2.948 5.341
H -6.635 3.176 3.596
H -8.019 2.574 4.500
H -7.232 8.834 3.435
H -7.713 8.163 1.872
H -6.108 7.840 2.493
H -9.517 7.092 4.369
H -9.429 5.608 3.381
H -9.516 7.168 2.611

Record 2
161
Properties=species:S:1:pos:R:3 method="wB97M-V/def2-TZVPD" total_charge=+1 total_energy_ev=-273299.615 e_homo_ev="-10.688 / -10.731" mol_weight_da=1544.80 s_squared=3.78 spin_multiplicity=4 orbital_gap_ev="8.0 / 8.6"
Cr -15.358 -8.725 21.182
I -15.558 -9.441 18.559
O -14.805 -5.587 24.837
C -14.786 -6.750 25.102
O -14.574 -7.323 26.280
B -14.233 -8.709 26.221
O -14.342 -8.928 24.722
C -14.859 -7.928 24.121
O -15.340 -7.903 23.002
O -15.112 -9.585 26.960
C -14.323 -10.401 27.710
O -14.708 -11.317 28.322
C -12.876 -9.987 27.555
O -12.885 -8.939 26.640
O -11.887 -10.425 28.037
C -15.983 -14.847 16.177
Cl -16.303 -13.497 15.225
Cl -17.442 -15.580 16.848
Cl -14.749 -14.420 17.409
H -15.574 -15.626 15.536
C -14.096 -10.344 15.017
Cl -15.537 -10.162 14.045
Cl -13.106 -8.858 14.850
Cl -13.052 -11.703 14.552
H -14.432 -10.420 16.062
C -19.620 -12.452 15.550
Cl -20.873 -11.651 14.604
Cl -20.394 -13.477 16.777
Cl -18.616 -11.224 16.351
H -19.074 -13.141 14.927
C -16.714 -4.938 14.387
C -16.852 -6.451 14.677
O -17.270 -7.113 13.521
C -18.403 -7.828 13.570
O -19.097 -8.059 14.522
O -18.614 -8.223 12.324
C -19.887 -8.923 12.238
H -15.959 -4.870 13.668
H -16.405 -4.401 15.246
H -17.569 -4.471 13.838
H -17.471 -6.591 15.558
H -15.940 -6.886 14.855
H -19.862 -9.694 12.951
H -20.015 -9.293 11.229
H -20.716 -8.215 12.487
O -13.405 -8.909 21.052
P -12.071 -9.365 20.520
N -11.912 -9.103 18.923
C -11.248 -10.102 18.169
C -12.228 -7.869 18.262
N -11.698 -10.945 20.744
C -12.714 -11.867 20.232
C -10.342 -11.616 21.091
N -10.906 -8.528 21.301
C -9.830 -7.883 20.540
C -10.736 -8.531 22.781
H -11.874 -10.508 17.292
H -10.769 -10.849 18.689
H -10.430 -9.737 17.521
H -12.564 -7.065 18.985
H -12.901 -7.918 17.421
H -11.300 -7.401 17.840
H -13.613 -11.285 19.873
H -12.395 -12.409 19.317
H -13.014 -12.684 20.873
H -9.998 -12.223 20.214
H -9.637 -10.837 21.316
H -10.505 -12.327 21.902
H -9.684 -6.826 20.756
H -8.803 -8.302 20.688
H -9.968 -7.958 19.418
H -10.741 -7.593 23.236
H -9.752 -8.940 23.056
H -11.647 -8.991 23.315
O -15.539 -10.487 21.830
P -15.900 -11.692 22.634
N -16.813 -12.808 21.921
C -18.203 -13.062 22.462
C -16.411 -13.238 20.582
N -16.772 -11.249 23.883
C -16.619 -11.992 25.162
C -17.735 -10.202 23.888
N -14.514 -12.477 23.027
C -13.351 -11.691 23.457
C -14.372 -13.894 23.361
H -18.241 -13.304 23.513
H -18.530 -13.997 21.912
H -18.844 -12.303 22.098
H -16.654 -14.245 20.361
H -15.324 -13.289 20.457
H -16.851 -12.555 19.882
H -16.491 -13.107 24.915
H -15.889 -11.542 25.926
H -17.593 -12.032 25.630
H -17.445 -9.453 23.209
H -18.739 -10.533 23.684
H -17.726 -9.682 24.882
H -12.403 -12.219 23.206
H -13.359 -10.753 22.891
H -13.254 -11.521 24.512
H -14.107 -14.019 24.436
H -13.591 -14.282 22.710
H -15.258 -14.443 23.073
O -17.324 -8.442 21.036
P -18.728 -8.064 20.639
N -19.731 -9.302 20.678
C -19.211 -10.530 20.166
C -21.137 -9.336 20.898
N -18.754 -7.416 19.133
C -17.997 -6.209 18.821
C -19.459 -8.124 18.064
N -19.156 -6.873 21.647
C -18.768 -7.145 23.104
C -20.242 -5.897 21.520
H -19.245 -10.549 19.118
H -19.950 -11.276 20.419
H -18.220 -10.768 20.606
H -21.416 -8.426 21.436
H -21.497 -10.236 21.473
H -21.648 -9.185 19.901
H -17.962 -6.069 17.757
H -18.395 -5.377 19.360
H -16.999 -6.400 19.277
H -18.805 -8.143 17.194
H -19.653 -9.085 18.403
H -20.376 -7.622 17.754
H -17.726 -7.335 23.114
H -19.060 -6.209 23.578
H -19.333 -8.001 23.592
H -20.553 -5.743 20.498
H -19.920 -4.938 22.016
H -21.157 -6.216 22.092
O -14.941 -6.811 20.738
P -14.686 -5.324 20.815
N -14.010 -4.938 19.352
C -14.666 -5.457 18.182
C -13.075 -3.875 19.082
N -13.481 -5.008 21.861
C -12.522 -6.056 22.242
C -13.268 -3.721 22.422
N -15.919 -4.328 21.096
C -16.433 -3.329 20.170
C -16.695 -4.560 22.330
H -15.150 -6.408 18.302
H -13.937 -5.587 17.337
H -15.469 -4.868 17.715
H -12.603 -4.083 18.122
H -12.363 -3.940 19.884
H -13.515 -2.903 19.149
H -12.908 -7.072 22.123
H -11.526 -6.073 21.732
H -12.306 -5.998 23.301
H -14.060 -3.043 22.186
H -13.316 -3.752 23.525
H -12.322 -3.361 22.009
H -16.755 -2.480 20.717
H -15.730 -2.931 19.488
H -17.287 -3.628 19.448
H -16.297 -5.394 22.974
H -17.727 -4.820 22.045
H -16.679 -3.681 22.972

Record 3
134
Properties=species:S:1:pos:R:3 method="wB97M-V/def2-TZVPD" total_charge=0 total_energy_ev=-78274.878 e_homo_ev=-7.875 mol_weight_da=771.27 spin_multiplicity=1 orbital_gap_ev=8.1
C 4.266 1.248 1.734
C 3.048 1.658 0.959
O 2.685 3.005 1.247
C 1.686 3.445 0.403
O 1.934 4.274 -0.420
C 0.319 2.865 0.644
C -0.568 2.885 -0.605
C -0.610 1.580 -1.411
Si -1.390 0.122 -0.542
C -0.151 -0.889 0.426
C 0.882 -1.650 -0.435
N 2.226 -1.502 0.171
N 0.906 -1.234 -1.828
N 0.518 -3.068 -0.442
O -2.125 -0.965 -1.657
C -2.696 -1.927 -1.059
N -3.293 -2.801 -0.565
O -2.585 0.553 0.529
Si -3.898 1.411 -0.045
C -5.513 0.873 0.779
C -5.817 -0.562 0.525
O -6.039 -1.385 1.360
F -5.841 -0.845 -0.771
H 4.038 1.182 2.786
H 4.504 0.243 1.405
H 5.120 1.868 1.519
H 2.249 0.965 1.199
H 3.245 1.606 -0.108
H -0.140 3.509 1.382
H 0.412 1.901 1.118
H -0.150 3.639 -1.253
H -1.544 3.244 -0.320
H -1.128 1.769 -2.343
H 0.404 1.337 -1.683
H -0.735 -1.637 0.954
H 0.329 -0.297 1.189
H 2.728 -0.735 -0.250
H 2.143 -1.369 1.165
H 1.591 -0.499 -1.949
H 1.287 -2.008 -2.357
H 1.351 -3.540 -0.775
H 0.458 -3.357 0.527
H -3.994 1.397 -1.518
H -3.696 2.827 0.341
H -5.421 1.076 1.832
H -6.272 1.528 0.371
C 8.654 0.563 -2.620
C 7.472 -0.108 -1.937
N 7.085 -1.360 -2.555
C 5.810 -1.863 -2.077
C 5.693 -2.275 -0.605
C 8.142 -2.346 -2.695
C 8.862 -2.819 -1.425
H 8.453 0.721 -3.680
H 8.839 1.535 -2.162
H 9.571 -0.020 -2.524
H 6.619 0.574 -1.996
H 7.705 -0.223 -0.866
H 5.513 -2.708 -2.705
H 5.062 -1.086 -2.273
H 6.175 -3.231 -0.408
H 4.639 -2.391 -0.344
H 6.117 -1.528 0.069
H 8.891 -1.941 -3.379
H 7.734 -3.214 -3.220
H 9.105 -1.992 -0.755
H 9.802 -3.304 -1.696
H 8.277 -3.549 -0.869
C 2.913 -1.954 3.905
C 4.270 -2.016 4.587
N 4.259 -1.477 5.932
C 5.590 -1.293 6.485
C 6.453 -2.537 6.729
C 3.272 -2.051 6.831
C 3.320 -3.564 7.085
H 2.524 -0.933 3.882
H 3.010 -2.300 2.874
H 2.179 -2.592 4.397
H 4.975 -1.427 3.993
H 4.630 -3.056 4.554
H 5.500 -0.734 7.421
H 6.135 -0.629 5.807
H 6.131 -3.092 7.608
H 7.487 -2.234 6.908
H 6.456 -3.213 5.874
H 2.280 -1.803 6.445
H 3.332 -1.524 7.786
H 3.476 -4.133 6.167
H 2.371 -3.893 7.514
H 4.100 -3.835 7.793
C -10.843 0.409 1.900
C -11.383 -0.984 2.188
N -11.463 -1.824 1.010
C -12.213 -3.047 1.229
C -11.654 -4.075 2.221
C -10.230 -1.963 0.253
C -8.996 -2.523 0.974
H -11.437 0.905 1.131
H -10.887 1.014 2.806
H -9.802 0.387 1.574
H -12.392 -0.877 2.594
H -10.773 -1.437 2.986
H -12.368 -3.536 0.263
H -13.214 -2.760 1.567
H -10.812 -4.627 1.806
H -12.426 -4.808 2.463
H -11.338 -3.615 3.158
H -9.970 -0.979 -0.147
H -10.436 -2.569 -0.631
H -8.863 -2.094 1.967
H -8.103 -2.293 0.400
H -9.038 -3.607 1.070
C -1.960 3.706 -7.069
C -1.408 4.116 -5.712
N 0.038 4.056 -5.637
C 0.547 4.188 -4.284
C 0.324 5.513 -3.543
C 0.753 4.803 -6.657
C 0.494 6.312 -6.761
H -1.616 2.708 -7.344
H -3.049 3.691 -7.033
H -1.671 4.401 -7.858
H -1.811 3.428 -4.963
H -1.800 5.115 -5.461
H 1.617 3.965 -4.291
H 0.093 3.387 -3.688
H 0.992 6.296 -3.897
H 0.536 5.372 -2.482
H -0.704 5.868 -3.628
H 0.526 4.352 -7.626
H 1.823 4.631 -6.520
H -0.566 6.556 -6.687
H 0.845 6.677 -7.729
H 1.030 6.873 -5.998